DFT (the ωB97M-V functional and the def2-TZVPD basis) results for a molecular structure, C33H38N4PbS in a non-equilibrium geometry.

```
77
Properties=species:S:1:pos:R:3:lowdin_charge:R:1
Pb 0.611 -0.164 0.618 1.0653
N 1.715 4.059 0.992 0.0838
N 0.469 2.098 -0.910 -0.1617
C -1.694 -2.321 -1.105 -0.3001
C -2.615 -1.267 -0.865 -0.2897
C -2.809 -1.160 0.537 -0.2890
C -3.641 -0.152 1.222 -0.0784
H -4.446 0.193 0.564 0.0517
H -3.056 0.731 1.529 0.0596
H -4.090 -0.581 2.127 0.0581
C -2.037 -2.170 1.166 -0.3257
C -1.953 -2.429 2.617 -0.0826
H -2.953 -2.389 3.070 0.0645
H -1.325 -1.690 3.139 0.0448
H -1.538 -3.427 2.801 0.0594
C -1.341 -2.885 0.153 -0.3406
C -0.421 -4.012 0.416 -0.1064
H 0.311 -3.768 1.202 0.0611
H 0.124 -4.307 -0.489 0.0547
H -0.983 -4.893 0.770 0.0622
C -3.241 -0.395 -1.880 -0.0911
H -4.221 -0.054 -1.521 0.0531
H -3.380 -0.931 -2.828 0.0522
H -2.627 0.499 -2.084 0.0601
C -1.141 -2.714 -2.419 -0.0888
H -0.167 -2.237 -2.613 0.0601
H -1.818 -2.417 -3.229 0.0509
H -1.002 -3.800 -2.463 0.0585
C 2.210 4.797 1.979 -0.1901
H 3.283 4.995 1.935 0.0846
C 1.401 5.315 3.005 -0.1228
H 1.860 5.956 3.752 0.0721
C 0.035 5.017 2.982 -0.1137
H -0.651 5.488 3.688 0.0950
C -0.439 4.141 2.014 -0.0933
H -1.498 3.912 1.920 0.1005
C 0.484 3.512 1.132 -0.3199
C 0.065 2.250 0.457 -0.3771
H -1.013 2.078 0.597 0.0625
C 1.168 0.989 -1.283 -0.3445
C 0.013 2.807 -2.030 -0.0332
H -0.635 3.658 -1.911 0.1162
C 0.471 2.141 -3.103 -0.0663
H 0.398 2.412 -4.142 0.0936
N 1.237 1.063 -2.652 -0.0182
C 2.076 0.148 -3.355 -0.1159
C 1.636 -0.604 -4.463 -0.2031
C 2.368 -1.746 -4.831 -0.0187
H 2.028 -2.330 -5.692 0.1081
C 3.464 -2.185 -4.081 -0.2766
C 4.124 -3.523 -4.289 -0.0698
H 3.881 -4.208 -3.460 0.0842
H 5.219 -3.423 -4.305 0.0712
H 3.808 -3.999 -5.224 0.0671
C 3.969 -1.329 -3.096 -0.0156
H 4.886 -1.606 -2.569 0.1163
C 3.295 -0.170 -2.721 -0.2014
C 3.853 0.667 -1.615 -0.0739
H 3.707 1.741 -1.795 0.0946
H 4.931 0.459 -1.562 0.0724
H 3.427 0.386 -0.636 0.0408
C 0.395 -0.269 -5.226 -0.0490
H 0.379 0.779 -5.554 0.0646
H -0.518 -0.476 -4.647 0.0868
H 0.361 -0.918 -6.111 0.0719
S -0.315 1.171 3.329 0.5127
C -1.201 1.125 4.766 -0.7874
N -0.679 1.787 5.870 -0.0392
C -1.218 1.705 7.122 -0.1916
C -2.341 0.926 7.329 -0.1753
C -2.974 0.333 6.222 -0.1819
C -2.423 0.452 4.948 -0.1655
H 0.182 2.308 5.721 0.1052
H -0.706 2.270 7.895 0.0751
H -2.722 0.784 8.339 0.0715
H -3.899 -0.230 6.358 0.0667
H -2.888 0.008 4.065 0.0643
```

Gap between HOMO and LUMO (alpha / beta)   3.041 / 3.691 eV
Charge   -2
LUMO (alpha / beta)   4.1 / 4.2 eV

---

DFT (the ωB97M-V functional and the def2-TZVPD basis) results for a gas-phase ion, C3H6NO2S (charge +1) in a non-equilibrium geometry.

```
13
Properties=species:S:1:pos:R:3:lowdin_charge:R:1
C -1.050 2.419 0.145 0.2081
C 0.412 -0.569 0.355 -0.2611
C -1.030 -0.984 -0.356 -0.2307
N -1.650 1.458 0.014 -0.0334
O 0.936 0.588 -0.136 -0.0834
O -3.603 -0.273 -0.539 -0.3849
S -2.550 -0.125 0.376 1.0059
H -0.383 3.345 0.073 0.1803
H 1.243 0.754 -1.025 0.1184
H 0.441 -0.529 1.456 0.1370
H 0.987 -1.426 0.079 0.1068
H -1.262 -2.071 -0.112 0.1096
H -1.078 -0.731 -1.481 0.1276
```

Gap between HOMO and LUMO   9.485 eV
Charge   +1
LUMO   -5.1 eV

---

Number 1: energy -2090.184653 Eh. Number 2: energy -720.933556 Eh.